78
Properties=species:S:1:pos:R:3:mulliken_charge:R:1 method="wB97M-V/def2-TZVPD" e_tot_ev=-94932.407 spin_multiplicity=4 mol_weight_g_mol=651.8
Cr 12.301 10.439 10.696 -1.3797
N 13.772 11.525 13.403 0.1019
C 13.985 10.149 13.240 0.3490
C 14.600 9.476 14.330 -1.1038
C 14.925 8.135 14.232 -0.5139
C 14.757 7.491 12.984 -0.8371
C 14.132 8.239 11.966 -0.2689
N 13.614 9.498 12.083 0.9750
C 12.651 12.245 13.083 0.5278
C 12.549 13.481 13.747 -1.1484
C 11.295 14.051 13.814 -0.3815
C 10.259 13.510 12.994 -0.8583
C 10.532 12.458 12.173 -0.1754
N 11.694 11.759 12.273 0.8137
H 14.206 11.823 14.301 0.3480
H 14.712 9.950 15.292 0.3784
H 15.266 7.562 15.056 0.4458
H 14.976 6.412 12.847 0.3897
H 14.040 7.893 10.927 0.4979
H 13.453 13.864 14.292 0.4000
H 11.136 14.933 14.422 0.4635
H 9.258 13.859 13.121 0.4826
H 9.733 11.986 11.593 0.3236
C 9.329 7.094 10.397 -1.4713
C 10.486 8.007 10.113 -0.0541
N 10.810 8.922 11.019 1.0862
O 9.926 8.969 12.111 -0.6265
C 11.553 7.941 9.174 0.1045
C 11.774 6.852 8.208 -1.5637
N 12.431 8.964 9.219 1.6398
O 13.443 8.826 8.480 -0.7374
H 9.574 6.430 11.222 0.3364
H 8.960 6.456 9.551 0.4251
H 8.462 7.692 10.620 0.3501
H 10.404 9.515 12.755 0.3375
H 12.753 6.369 8.496 0.2593
H 11.860 7.235 7.162 0.2441
H 11.035 6.088 8.291 0.4599
C 10.568 11.206 5.784 -1.6273
C 11.387 12.237 6.673 2.1210
C 12.882 11.693 6.785 -1.5320
C 11.453 13.575 5.793 -1.8722
Si 10.566 12.417 8.385 -2.8786
O 11.271 11.370 9.356 1.7997
C 8.724 11.962 8.206 0.6616
C 7.880 12.798 7.513 -0.1007
C 6.494 12.433 7.374 -0.9452
C 5.991 11.307 7.951 -0.5427
C 6.866 10.395 8.570 -0.2562
C 8.151 10.781 8.757 -0.2548
C 10.707 14.232 8.870 1.0459
C 11.956 14.845 9.024 -0.1487
C 12.047 16.150 9.487 -0.5580
C 10.933 16.926 9.717 -0.6483
C 9.677 16.367 9.520 -0.7844
C 9.589 15.039 9.089 -0.4224
H 11.142 11.110 4.851 0.5571
H 9.557 11.580 5.582 0.3671
H 10.403 10.233 6.286 0.2110
H 13.510 12.065 5.948 0.4119
H 12.897 10.613 6.829 0.3393
H 13.331 12.058 7.686 0.1923
H 11.752 13.318 4.755 0.5312
H 12.101 14.291 6.261 0.4365
H 10.478 13.986 5.908 0.3543
H 8.265 13.708 7.048 0.4509
H 5.818 13.045 6.773 0.3798
H 4.879 11.122 7.900 0.2959
H 6.500 9.393 8.935 0.3176
H 8.801 10.072 9.302 0.0009
H 12.892 14.312 8.779 0.3322
H 13.058 16.527 9.612 0.4082
H 11.031 18.020 9.789 0.3169
H 8.840 17.001 9.761 0.4152
H 8.575 14.677 8.873 0.3427
S 16.679 11.703 10.390 -0.4438
C 15.130 11.409 10.145 0.6817
N 13.950 11.358 9.928 -0.5753